1.
34
Properties=species:S:1:pos:R:3:forces:R:3:lowdin_charge:R:1 method="wB97M-V/def2-TZVPD" total_charge=+1 gap_ev=7.136 smiles=COCCCCc1cccc2cc[nH+]cc12 fmax_ev_per_a=4.04 lumo_energy_ev=-4.9 relative_energy_kj_mol=291.4
C 3.636544 -1.313792 0.766462 0.3 -0.2 -0.2 -0.10
O 3.530350 -0.675165 -0.522839 0.4 0.8 1.2 -0.23
C 3.257257 0.726169 -0.426090 -0.9 0.3 -1.2 -0.22
C 1.665016 0.943533 -0.381845 0.8 0.6 0.3 -0.17
C 1.163811 1.630131 0.952441 -0.5 0.1 -0.5 -0.17
C -0.397917 2.074024 0.906457 0.4 -1.1 -0.4 -0.13
C -1.141945 1.219457 -0.189039 -0.8 0.2 -1.0 -0.14
C -1.286647 1.708440 -1.571729 -0.7 -1.9 1.2 0.00
C -1.954444 0.921696 -2.668259 0.1 -2.0 3.5 0.02
C -2.473733 -0.415349 -2.286994 1.2 2.2 0.5 -0.01
C -2.349543 -0.924749 -0.887661 -0.2 -0.7 -0.1 -0.10
C -2.868994 -2.300665 -0.535507 1.4 1.4 2.5 0.04
C -2.706372 -2.764077 0.839535 -0.4 0.8 -2.9 -0.02
N -2.117336 -1.957558 1.832640 0.1 1.0 -1.7 0.07
C -1.618269 -0.696030 1.573636 -0.5 -0.2 -1.9 0.06
C -1.688951 -0.128002 0.214232 -0.4 -0.1 -1.2 -0.05
H 2.730148 -1.968509 0.930298 1.0 0.6 0.0 0.09
H 4.590736 -1.924847 0.741568 -1.3 0.5 0.2 0.10
H 3.716427 -0.540463 1.578747 -0.1 -0.8 -0.6 0.09
H 3.621506 1.179066 -1.400070 -0.3 -0.6 1.2 0.13
H 3.800556 1.254306 0.406293 -0.5 -0.7 -0.6 0.12
H 1.226992 -0.087597 -0.551011 0.3 1.3 0.1 0.12
H 1.409077 1.649185 -1.232519 0.1 -1.1 0.9 0.11
H 1.291853 0.931601 1.833481 0.2 0.9 -0.9 0.11
H 1.744860 2.591014 1.077771 -0.4 -1.3 0.2 0.12
H -0.838343 1.854446 1.920771 0.3 0.5 -1.1 0.10
H -0.479206 3.178594 0.734123 -0.1 -1.1 -0.1 0.12
H -0.871546 2.722546 -1.784239 -0.5 -1.0 0.1 0.12
H -2.035455 1.324198 -3.710393 0.1 -0.5 1.2 0.12
H -2.945318 -1.034321 -3.098345 0.5 0.5 1.2 0.12
H -3.341461 -2.935854 -1.334680 0.6 0.7 1.2 0.13
H -3.067065 -3.793367 1.091543 0.5 1.3 0.2 0.14
H -2.047689 -2.342862 2.781823 0.0 0.3 -0.6 0.18
H -1.154898 -0.105198 2.399399 -0.6 -0.9 -0.7 0.14


2.
8
Properties=species:S:1:pos:R:3:forces:R:3:lowdin_charge:R:1 method="wB97M-V/def2-TZVPD" total_charge=0 gap_ev=10.944 fmax_ev_per_a=2.53 lumo_energy_ev=0.4 relative_energy_kj_mol=70.6
H -1.403579 -0.065000 1.722278 0.2 -0.2 -0.6 0.06
N -1.641423 -0.327835 0.747507 2.2 1.2 -0.3 0.09
C -0.708960 -0.115205 -0.125289 -1.7 -0.1 0.2 -0.39
C 0.802456 0.247925 -0.146953 -0.4 -0.1 1.4 -0.99
Cl 1.438691 1.321111 -1.416553 -0.7 -0.5 -0.3 0.56
Cl 1.357723 -1.512620 -0.387529 0.5 1.4 0.4 0.54
H -1.037999 -0.403195 -1.116905 0.2 0.1 -0.4 0.08
H 1.193091 0.854820 0.723443 -0.4 -1.9 -0.3 0.07


3.
23
Properties=species:S:1:pos:R:3:forces:R:3:lowdin_spin:R:1 method="wB97M-V/def2-TZVPD" total_charge=-1 gap_ev="6.601 / 6.613" fmax_ev_per_a=4.70 lumo_energy_ev="2.8 / 2.8" relative_energy_kj_mol=0.0 spin_multiplicity=4
C 1.952343 -0.813977 1.742519 1.0 0.2 -0.3 0.00
C 2.010767 0.569818 1.339729 0.6 -0.7 0.0 0.00
C 2.231369 0.602061 -0.068719 0.5 -0.3 0.4 0.00
H 1.956322 1.440585 2.004722 -0.1 -0.5 -0.4 0.00
C 2.261905 -0.733532 -0.558142 0.5 0.0 0.7 0.00
C 2.099079 -1.619350 0.561174 1.0 0.5 0.4 0.00
H 2.038709 -2.705339 0.513202 0.1 0.3 0.0 0.00
H 1.738161 -1.175046 2.753951 0.2 0.2 -0.5 0.00
H 2.450051 1.505310 -0.657088 -0.5 -0.6 0.3 0.00
H 2.443076 -1.030381 -1.593067 -0.3 0.1 0.4 0.00
Er -0.061856 -0.628695 0.486702 -2.9 2.8 -2.4 3.02
Cl -1.315181 -0.108512 2.545966 -0.3 -0.2 0.7 -0.01
C -2.237638 1.144135 -1.057085 0.9 0.1 0.2 0.00
C -1.347588 0.852317 -2.133159 0.4 0.3 0.6 0.00
C -0.182676 1.662739 -1.988503 -0.9 0.0 1.1 0.00
H -1.501982 0.098231 -2.897404 0.0 0.2 0.1 0.00
C -0.346821 2.456456 -0.800397 -0.7 -1.1 -0.5 0.00
C -1.615263 2.128826 -0.229550 0.6 -0.5 -0.5 0.00
H -2.007169 2.518122 0.703498 0.0 0.0 -0.2 0.00
H -3.196812 0.674384 -0.874455 0.1 0.1 0.0 0.00
H 0.682836 1.653697 -2.628889 0.1 0.0 -0.1 0.00
H 0.373169 3.147814 -0.391971 0.0 0.1 0.0 0.00
Cl -0.871400 -2.506723 -0.902946 -0.1 -0.7 -0.1 0.00


4.
8
Properties=species:S:1:pos:R:3:forces:R:3:lowdin_charge:R:1 method="wB97M-V/def2-TZVPD" total_charge=0 gap_ev=7.673 fmax_ev_per_a=8.28 lumo_energy_ev=-1.8 relative_energy_kj_mol=186.8
C -0.372420 0.026659 -0.005806 -5.7 -6.0 -0.6 -0.79
O 1.498698 -0.014401 1.913292 -0.3 -1.2 2.5 -0.53
O -0.942615 0.692849 -0.976790 -5.0 6.0 -0.1 -0.06
F -0.433525 -1.309739 -0.743424 0.9 0.5 2.2 -0.24
S 1.075761 0.584832 0.698958 3.5 1.4 -3.0 0.68
I 2.365298 -0.933721 -1.030542 0.1 1.1 0.4 0.53
H -1.228626 -0.137086 0.693560 1.6 -0.3 1.0 0.14
H -1.962573 1.090606 -0.549250 4.8 -1.6 -2.4 0.27